ORCA calculation (the ωB97M-V functional and the def2-TZVPD basis) on a structure of composition C39H27F4N7Ti.

The calculation puts the total energy at -85280.2542 eV. The HOMO energy comes out at -13.79 eV. The calculation puts the orbital gap at 5.6 eV. Its maximum force is 0.528 eV/Å. As for the energy above the lowest of the compared OMol25 structures with the same formula, charge and spin: 3.9 kcal per mole.

```
! RIJCOSX wB97M-V def2-TZVPD def2/J DEFGRID3
* xyz 2 1
Ti -0.58 -0.86 0.29
N -1.47 -2.33 1.59
C -2.33 -2.97 0.60
C -2.15 -4.31 0.30
C -2.91 -4.90 -0.69
C -3.84 -4.13 -1.39
C -4.00 -2.79 -1.09
C -3.25 -2.18 -0.09
C -3.44 -0.74 0.26
C -4.71 -0.17 0.21
C -4.89 1.16 0.56
C -3.81 1.94 0.97
C -2.54 1.38 1.02
C -2.35 0.05 0.65
H -0.83 -3.01 2.00
H -2.01 -1.91 2.34
H -1.43 -4.90 0.86
H -2.79 -5.95 -0.92
H -4.43 -4.58 -2.18
H -4.72 -2.20 -1.65
H -5.56 -0.77 -0.07
H -5.88 1.59 0.53
H -3.96 2.97 1.25
H -1.71 2.00 1.33
C 1.39 1.56 2.70
C 0.47 0.37 2.99
C 1.25 -0.88 3.33
C 1.64 -1.07 4.65
C 2.39 -2.17 5.01
C 2.73 -3.11 4.06
C 2.36 -2.97 2.72
C 2.71 -4.10 1.78
C 4.18 -4.10 1.36
C 1.65 -1.81 2.36
N 1.18 -1.60 1.03
C 1.86 -1.93 -0.04
C 1.20 -2.00 -1.29
C 1.65 -2.36 -2.55
C 0.53 -2.37 -3.40
C -0.56 -2.01 -2.64
N -0.19 -1.78 -1.35
H 0.82 2.44 2.41
H 2.12 1.32 1.93
H 1.95 1.81 3.60
H -0.23 0.21 2.15
H -0.20 0.61 3.82
H 1.35 -0.34 5.40
H 2.69 -2.31 6.04
H 3.28 -4.00 4.35
H 2.06 -4.12 0.90
H 2.51 -5.04 2.31
H 4.47 -3.17 0.85
H 4.40 -4.93 0.70
H 4.83 -4.18 2.23
H 2.92 -2.16 0.01
H 2.66 -2.62 -2.81
H 0.51 -2.62 -4.45
H -1.59 -1.89 -2.94
F -0.89 2.97 -2.09
C -0.10 4.00 -2.39
C -0.55 4.94 -3.24
F -1.76 4.82 -3.74
C 0.25 6.09 -3.61
C 1.57 6.14 -2.99
C 2.00 5.18 -2.14
F 3.21 5.29 -1.61
C 1.20 4.04 -1.79
C 1.65 3.06 -0.93
C 0.88 1.92 -0.59
N 0.32 0.95 -0.32
C 2.93 3.04 -0.29
N 3.95 2.89 0.22
F 2.36 7.15 -3.26
C -0.19 7.06 -4.46
C 0.60 8.19 -4.86
N 1.20 9.09 -5.24
C -1.49 7.05 -5.06
N -2.54 7.06 -5.52
*
```

***

ORCA calculation (the ωB97M-V functional and the def2-TZVPD basis) on a structure of composition C39H28IN5PRuSe.

The calculation puts the total energy at -133651.0807 eV. The HOMO energy (spin up / spin down) comes out at -13.57 / -13.59 eV. The calculation puts the orbital gap (spin up / spin down) at 6.9 / 6.5 eV. Its maximum force is 0.524 eV/Å. As for the energy above the lowest of the compared OMol25 structures with the same formula, charge and spin: 12.7 kcal per mole.

```
! RIJCOSX wB97M-V def2-TZVPD def2/J DEFGRID3
* xyz 2 2
Ru 0.73 0.89 0.42
C -0.10 5.75 -2.26
C 1.25 5.81 -1.92
C 1.81 4.84 -1.11
C 1.01 3.81 -0.63
C -0.33 3.73 -0.97
C -0.89 4.71 -1.78
N 1.58 2.78 0.20
N 2.63 3.08 0.81
C 3.10 2.03 1.58
C 4.27 2.18 2.32
C 4.72 1.11 3.08
C 3.99 -0.07 3.08
C 2.83 -0.22 2.34
C 2.36 0.84 1.57
H -0.54 6.51 -2.89
H 1.86 6.61 -2.30
H 2.86 4.88 -0.85
H -0.96 2.93 -0.61
H -1.94 4.66 -2.03
H 4.81 3.12 2.28
H 5.62 1.20 3.66
H 4.34 -0.90 3.69
H 2.30 -1.16 2.38
I -0.70 1.78 2.38
C -2.68 1.07 2.31
C -3.50 1.97 2.94
C -4.86 1.67 3.16
C -5.33 0.46 2.76
C -4.50 -0.47 2.10
C -5.07 -1.71 1.73
C -4.33 -2.66 1.09
C -3.00 -2.37 0.77
C -2.38 -1.18 1.09
P -0.72 -1.12 0.32
C -1.11 -1.23 -1.45
C -2.29 -0.64 -1.90
C -2.58 -0.59 -3.26
C -1.70 -1.13 -4.18
C -0.51 -1.72 -3.74
C -0.21 -1.76 -2.39
C 0.05 -2.65 0.91
C 0.18 -3.81 0.15
C 0.71 -4.96 0.72
C 1.09 -4.97 2.06
C 0.93 -3.83 2.83
C 0.41 -2.68 2.26
C -3.12 -0.18 1.81
H -3.12 2.91 3.30
H -5.49 2.39 3.66
H -6.36 0.18 2.94
H -6.11 -1.89 1.98
H -4.76 -3.62 0.82
H -2.44 -3.12 0.22
H -3.00 -0.23 -1.19
H -3.50 -0.13 -3.59
H -1.93 -1.11 -5.23
H 0.18 -2.15 -4.45
H 0.72 -2.20 -2.07
H -0.15 -3.85 -0.88
H 0.81 -5.86 0.13
H 1.50 -5.87 2.50
H 1.19 -3.84 3.88
H 0.25 -1.80 2.87
Se 0.51 1.39 -4.12
N 1.84 0.32 -4.53
C 2.30 -0.19 -3.40
C 3.33 -1.15 -3.24
C 3.60 -1.58 -1.98
C 2.90 -1.05 -0.86
N 1.96 -0.14 -0.96
C 1.64 0.28 -2.22
N 0.65 1.13 -2.37
H 3.86 -1.54 -4.11
H 4.37 -2.32 -1.79
H 3.14 -1.39 0.14
*
```